ORCA calculation (ωB97M-V with the def2-TZVPD basis set) on C15H23AsIrN4O3S as an isolated structure at a distorted geometry.

Properties
- ⟨S²⟩ = 0.784
- spin multiplicity = 2
- total charge = +2
- energy (a.u.) = -3767.7081
- Kohn-Sham gap (alpha / beta) (eV) = 6.51 / 6.25

CARTESIAN COORDINATES (ANGSTROEM)
Ir -0.30016 -0.46763 -0.53521
O -2.03313 -3.22085 1.23077
C -0.92474 -2.72854 1.23334
O -0.17414 -2.43667 0.26008
C -0.27470 -2.44306 2.60343
C -0.34163 -3.45197 3.53928
C 0.30867 -3.30487 4.76555
C 1.02649 -2.14536 5.03777
C 1.05802 -1.11586 4.12437
C 0.40052 -1.24196 2.87878
S 0.44774 0.14186 1.85525
H -0.90569 -4.34535 3.31700
H 0.24812 -4.10451 5.48979
H 1.55970 -2.05042 5.97311
H 1.59991 -0.20501 4.32944
C 1.93191 5.09095 -1.59908
C 3.26037 4.35555 -1.53653
C 3.55494 3.85538 -0.12618
C 3.31209 3.20091 -2.56882
N 2.50317 2.09097 -2.15240
C 2.88888 0.89572 -1.66195
N 1.80416 0.22739 -1.34490
N 0.77918 1.02664 -1.65066
N 1.18883 2.13252 -2.13263
H 1.90884 5.88776 -0.86027
H 1.10052 4.41517 -1.39565
H 1.77940 5.53171 -2.58041
H 4.05826 5.04877 -1.82834
H 2.74899 3.22009 0.24134
H 3.64134 4.69904 0.55315
H 4.48740 3.29767 -0.08360
H 4.33647 2.84706 -2.69507
H 2.93005 3.56009 -3.52659
H 3.89189 0.54137 -1.56053
C -2.64007 -3.40169 -1.74089
As -3.46833 -1.80144 -0.98837
C -4.88119 -2.20284 0.28120
C -4.25105 -0.82446 -2.48064
O -2.40910 -0.70350 -0.26826
H -3.43031 -3.96636 -2.23557
H -2.20422 -4.01710 -0.95480
H -1.87672 -3.12544 -2.47111
H -5.63787 -2.81035 -0.21695
H -5.33616 -1.27198 0.62651
H -4.46472 -2.75278 1.12438
H -4.98064 -1.46217 -2.97644
H -3.47357 -0.53455 -3.18937
H -4.74773 0.07013 -2.10332